[1]
{
  "formula": "C9H15FN3O2",
  "method": "ωB97M-V/def2-TZVPD",
  "orbital_gap_ev": 8.572,
  "e_above_lowest_kcal_mol": 105.0,
  "energy_ha": -766.153512,
  "total_charge": 1,
  "lumo_energy_ha": -0.137,
  "species": ["F", "O", "O", "N", "N", "N", "C", "C", "C", "C", "C", "C", "C", "C", "C", "H", "H", "H", "H", "H", "H", "H", "H", "H", "H", "H", "H", "H", "H", "H"],
  "coordinates": [[0.2594, -1.3870, -1.3116], [-0.8312, -0.8283, 0.9844], [-0.5219, 0.7512, -1.1188], [2.3858, -2.2006, 0.1751], [1.5993, 0.0847, -0.3242], [3.6487, -0.2842, 0.6060], [4.0371, 1.0649, 0.6290], [-1.9089, 0.4816, -1.1940], [0.3761, -0.1804, -0.8205], [-1.5607, 0.3341, 1.3335], [-4.0032, 0.3554, -0.0578], [-2.4980, 0.0865, 0.1437], [4.0413, 1.8901, -0.4002], [2.6134, -0.8278, 0.1442], [-1.9939, -1.4066, 0.3620], [3.6845, 1.6031, -1.2895], [-1.7054, -1.9915, -0.6370], [-4.5307, -0.4632, -0.6494], [-2.4503, -1.9381, 1.1504], [3.0664, -2.7555, 0.6274], [-2.0208, -0.1514, -2.0589], [-2.2034, 1.3725, -1.6075], [4.4550, 2.8275, -0.3207], [1.3883, -2.3671, 0.3400], [-2.2060, 0.3474, 2.3367], [1.6880, 1.0124, -0.1061], [-0.9393, 1.3447, 1.2321], [-4.0305, 1.2266, -0.5869], [4.5703, 1.4917, 1.4571], [-4.4095, 0.5071, 0.9615]],
  "mulliken_charge": [-0.19, -0.38, -0.40, -0.43, 0.02, -0.47, -0.06, -1.31, 0.56, -0.36, -1.53, 1.22, -0.92, 0.48, -0.51, 0.43, 0.20, 0.32, 0.44, 0.28, 0.46, 0.57, 0.29, 0.22, 0.36, 0.34, 0.21, 0.48, 0.33, 0.37]
}

***

[2]
{
  "formula": "C9H15N3O",
  "method": "ωB97M-V/def2-TZVPD",
  "orbital_gap_ev": 10.542,
  "e_above_lowest_kcal_mol": 73.2,
  "energy_ha": -591.292480,
  "lumo_energy_ha": 0.018,
  "smiles": "COCCCC[C@@H](C#N)[C@@H](N)C#N",
  "species": ["O", "N", "N", "N", "C", "C", "C", "C", "C", "C", "C", "C", "C", "H", "H", "H", "H", "H", "H", "H", "H", "H", "H", "H", "H", "H", "H", "H"],
  "coordinates": [[-1.2931, -1.7564, 1.6442], [-2.5641, 2.6354, 0.3921], [-1.4379, 0.0983, -1.7963], [1.9316, 3.8341, -2.2610], [-1.9068, 2.1664, -0.5052], [1.4127, -0.5083, 0.2062], [0.6816, -1.9415, 0.0892], [0.0668, -2.2774, 1.5713], [-0.9572, 1.4946, -1.6349], [1.2918, 2.8726, -1.8813], [1.4623, 0.3136, -1.1876], [0.5622, 1.6485, -1.0972], [-1.3701, -0.6250, 2.5804], [2.4971, -0.6668, 0.5819], [-0.8873, -0.4422, -2.4756], [-0.1251, -1.9953, -0.7236], [0.8699, 0.0699, 1.0538], [0.7903, -1.7819, 2.3169], [-0.6930, -0.7589, 3.5015], [-1.1121, 2.0835, -2.6069], [0.1029, -3.4250, 1.6952], [1.2406, -0.3338, -2.1076], [-1.0675, 0.3626, 2.0724], [-2.4785, -0.5402, 2.8707], [-1.5656, -0.3920, -0.8999], [2.5608, 0.6755, -1.3043], [0.4981, 1.9232, 0.0295], [1.4895, -2.7337, -0.1240]],
  "mulliken_charge": [-0.40, -0.51, -0.65, -0.48, 0.06, -0.56, -0.46, -0.57, 0.05, -0.10, -0.82, 0.40, -0.45, 0.30, 0.33, 0.24, 0.24, 0.31, 0.29, 0.41, 0.32, 0.36, 0.14, 0.24, 0.24, 0.43, 0.30, 0.34]
}

***

[3]
{
  "formula": "C9H15N4",
  "method": "ωB97M-V/def2-TZVPD",
  "orbital_gap_ev": [7.369, 6.843],
  "e_above_lowest_kcal_mol": 79.8,
  "energy_ha": -570.582409,
  "total_charge": 1,
  "lumo_energy_ha": [-0.126, -0.153],
  "species": ["N", "N", "N", "N", "C", "C", "C", "C", "C", "C", "C", "C", "C", "H", "H", "H", "H", "H", "H", "H", "H", "H", "H", "H", "H", "H", "H", "H"],
  "coordinates": [[-3.0038, 1.3983, 0.5395], [1.1803, -0.2724, -0.4540], [-0.9452, -1.1511, -1.2971], [-2.2628, 0.3901, 0.9439], [-2.3184, -1.1776, -1.0007], [2.0542, -2.2296, 0.8188], [3.1665, 0.1169, 0.5351], [2.1592, -0.8418, 0.3201], [2.8524, 1.2772, -0.0911], [0.4608, 2.1093, -0.3925], [0.0101, -0.7154, -0.7185], [-2.6477, -0.8872, 0.5156], [1.5486, 1.1228, -0.8061], [1.0929, -2.3925, 1.3100], [0.1982, 1.9554, 0.6514], [2.1277, -2.9524, 0.0039], [-2.8019, 2.2745, 0.9978], [2.8576, -2.4322, 1.5244], [3.4126, 2.1902, -0.1140], [4.0393, -0.0616, 1.1315], [1.6937, 1.1767, -1.8935], [-0.4306, 1.9763, -1.0026], [-2.7962, -0.4183, -1.6262], [-2.0908, -1.6094, 1.1158], [-3.9485, 1.2569, 0.1837], [-2.7130, -2.1539, -1.2866], [0.8311, 3.1225, -0.5167], [-3.7265, -1.0717, 0.6078]],
  "mulliken_charge": [-0.28, 0.13, -0.21, -0.18, -0.45, -1.32, -0.70, 0.74, -0.70, -1.38, 0.51, -0.79, 0.23, 0.33, 0.37, 0.32, 0.24, 0.37, 0.48, 0.48, 0.24, 0.42, 0.33, 0.35, 0.23, 0.37, 0.45, 0.43]
}

***

[4]
{
  "formula": "C9H15N4",
  "method": "ωB97M-V/def2-TZVPD",
  "orbital_gap_ev": 9.216,
  "e_above_lowest_kcal_mol": 47.1,
  "energy_ha": -570.634460,
  "total_charge": 1,
  "lumo_energy_ha": -0.127,
  "smiles": "N[C@]1(c2ccncc2)C[NH2+]CCN1",
  "species": ["N", "N", "N", "N", "C", "C", "C", "C", "C", "C", "C", "C", "C", "H", "H", "H", "H", "H", "H", "H", "H", "H", "H", "H", "H", "H", "H", "H"],
  "coordinates": [[0.1543, 1.2987, 1.2341], [-1.0479, 2.2521, -0.6294], [2.0229, -0.9709, -3.0264], [-1.2167, -1.1462, 1.4882], [0.1351, -1.1016, -1.4945], [0.6684, 0.2255, 2.0331], [2.1658, 0.2946, -2.6661], [1.0212, -1.6259, -2.5212], [0.4683, 0.1440, -0.9491], [1.5117, 0.9124, -1.5549], [-0.4221, -0.6177, 2.7246], [-0.4865, 0.8010, 0.0875], [-1.6494, -0.0709, 0.6008], [-1.0695, -0.1245, 3.3776], [-0.6202, -1.8638, -1.2206], [-0.5524, -1.8625, 0.9511], [-2.3847, 0.5081, 1.0883], [-2.1625, -0.5146, -0.2696], [-2.0644, 2.2295, -0.6311], [2.8920, 0.7642, -3.2025], [0.6147, -2.5836, -3.0788], [-0.7540, 2.0137, -1.5704], [1.1683, 0.7014, 2.8834], [0.0361, -1.5018, 3.1702], [1.7162, 1.9801, -1.3104], [1.3372, -0.4708, 1.6859], [-2.0078, -1.8225, 1.6609], [0.5258, 2.1519, 1.1392]],
  "mulliken_charge": [-0.27, -0.74, -0.54, -0.19, -0.49, -0.71, -0.42, -0.47, 0.38, -0.52, -0.61, 1.30, -1.53, 0.37, 0.34, 0.49, 0.47, 0.47, 0.29, 0.51, 0.28, 0.36, 0.49, 0.37, 0.37, 0.37, 0.38, 0.25]
}

***

[5]
{
  "formula": "C9H15N4O",
  "method": "ωB97M-V/def2-TZVPD",
  "orbital_gap_ev": 7.046,
  "e_above_lowest_kcal_mol": 121.9,
  "energy_ha": -645.729565,
  "total_charge": 1,
  "lumo_energy_ha": -0.167,
  "species": ["O", "N", "N", "N", "N", "C", "C", "C", "C", "C", "C", "C", "C", "C", "H", "H", "H", "H", "H", "H", "H", "H", "H", "H", "H", "H", "H", "H", "H"],
  "coordinates": [[3.4285, 1.4071, -0.7161], [-2.5240, 1.7670, 0.3365], [-0.2088, 1.0729, -0.1293], [-3.7543, 1.3710, 0.1978], [0.4760, -1.0899, 0.2255], [-4.9625, -0.6684, -0.6111], [3.7008, 0.2454, -1.5207], [0.7043, 0.1417, -0.0967], [3.2625, 1.1195, 1.8290], [-3.7290, 0.1351, -0.3092], [-2.4191, -0.2764, -0.3577], [3.2157, 1.2119, 0.5242], [1.5197, -2.0294, 0.6644], [-1.6223, 0.8148, 0.0206], [-5.4501, -0.1698, -1.4756], [-5.4113, -0.3719, 0.3460], [0.1901, 2.0246, -0.3315], [2.5000, -1.5990, 0.4005], [2.3769, 0.9935, 2.4262], [1.3490, -2.3158, 1.7323], [4.0314, 0.5855, -2.4566], [-4.5050, -1.7130, -0.7467], [-0.5062, -1.4311, 0.4824], [4.1371, 1.2425, 2.3738], [-2.2733, 2.7344, 0.5189], [1.3387, -3.1594, 0.1686], [2.7184, -0.3381, -1.8267], [4.3737, -0.4522, -0.9257], [-1.9569, -1.2526, -0.7430]],
  "mulliken_charge": [-0.25, 0.27, -0.14, -0.86, -0.08, -0.92, -0.50, -0.03, -0.67, -0.08, 0.31, 0.76, -0.84, -0.19, 0.27, 0.30, 0.29, 0.27, 0.30, 0.32, 0.29, 0.24, 0.23, 0.33, 0.22, 0.27, 0.22, 0.34, 0.33]
}